No. 1
{"formula": "C20H23O5PdS2", "method": "wB97M-V/def2-TZVPD", "e_tot_ha": -2075.2393, "homo_lumo_gap_ha": [0.13606, 0.13596], "lumo_ev": [-13.372, -13.375], "total_charge": 3, "symbols": ["Pd", "C", "S", "C", "O", "H", "H", "H", "H", "H", "H", "C", "C", "C", "C", "C", "C", "C", "O", "C", "C", "C", "H", "H", "H", "H", "H", "H", "H", "H", "H", "H", "H", "H", "O", "C", "O", "C", "O", "C", "C", "C", "C", "S", "C", "C", "H", "H", "H", "H", "H"], "positions_angstrom": [[1.09, 0.10, 0.03], [4.93, -1.54, 1.03], [4.48, -0.26, -0.13], [4.28, -1.24, -1.61], [3.06, 0.20, 0.31], [4.13, -2.27, 1.11], [5.13, -1.05, 1.99], [5.85, -2.00, 0.67], [5.27, -1.59, -1.89], [3.90, -0.59, -2.39], [3.62, -2.08, -1.42], [-1.70, 6.79, 0.04], [-1.68, 5.30, -0.08], [-2.69, 4.63, -0.77], [-2.71, 3.25, -0.87], [-3.85, 2.62, -1.62], [-1.64, 2.50, -0.26], [-1.73, 1.11, -0.36], [-0.85, 0.19, -0.18], [-0.61, 3.19, 0.47], [0.49, 2.50, 1.22], [-0.66, 4.56, 0.53], [-2.32, 7.25, -0.72], [-0.70, 7.20, -0.01], [-2.11, 7.06, 1.02], [-3.47, 5.20, -1.25], [-4.19, 3.31, -2.39], [-4.69, 2.46, -0.95], [-3.61, 1.68, -2.11], [-2.68, 0.68, -0.67], [0.13, 1.58, 1.70], [0.86, 3.13, 2.02], [1.35, 2.29, 0.57], [0.10, 5.09, 1.09], [1.22, 1.22, -3.02], [1.19, 0.73, -2.02], [-1.38, -7.91, 0.60], [-1.48, -6.77, -0.04], [-2.16, -6.58, -1.00], [-0.84, -5.50, 0.48], [-0.92, -5.11, 1.84], [-0.46, -3.89, 2.20], [0.09, -2.97, 1.19], [0.52, -1.50, 1.75], [0.15, -3.40, -0.19], [-0.32, -4.62, -0.53], [-0.74, -7.95, 1.32], [-1.35, -5.78, 2.57], [-0.50, -3.55, 3.23], [0.54, -2.72, -0.93], [-0.33, -4.96, -1.56]], "mulliken_charge": [0.4495, -0.8778, 0.4786, -0.8525, -0.4633, 0.2279, 0.3675, 0.4422, 0.4472, 0.3420, 0.2230, -1.5232, 0.5097, -0.7148, 0.7422, -1.9025, 0.5191, -0.5228, -0.3646, 1.6089, -1.8749, -0.7858, 0.4096, 0.4061, 0.3349, 0.4829, 0.4521, 0.3804, 0.4293, 0.4269, 0.3095, 0.5178, 0.4140, 0.4920, -0.0500, 0.2204, -0.3815, 0.4386, -0.3752, 0.6154, -0.7080, -0.4569, 1.0193, -0.0167, -0.4026, -0.8532, 0.3600, 0.4818, 0.5208, 0.5592, 0.4972]}

=====

No. 2
{"formula": "C20H24As2N2PtSe2", "method": "wB97M-V/def2-TZVPD", "e_tot_ha": -10279.2137, "homo_lumo_gap_ha": 0.23400, "lumo_ev": -7.426, "total_charge": 2, "symbols": ["Pt", "Se", "Se", "C", "C", "C", "C", "C", "N", "C", "C", "C", "C", "C", "N", "H", "H", "H", "H", "H", "H", "H", "H", "C", "As", "C", "C", "C", "C", "C", "C", "C", "As", "C", "C", "H", "H", "H", "H", "H", "H", "H", "H", "H", "H", "H", "H", "H", "H", "H", "H"], "positions_angstrom": [[-0.21, 0.16, -0.27], [1.20, -0.93, 2.48], [0.60, 1.31, 1.96], [-1.23, 1.01, 2.47], [-1.87, 1.64, 3.51], [-3.20, 1.30, 3.74], [-3.80, 0.34, 2.95], [-3.07, -0.25, 1.93], [-1.80, 0.09, 1.68], [2.80, -0.90, 1.42], [3.91, -1.62, 1.82], [5.07, -1.49, 1.08], [5.08, -0.64, -0.02], [3.92, 0.02, -0.35], [2.78, -0.12, 0.34], [-1.35, 2.36, 4.13], [-3.75, 1.78, 4.54], [-4.83, 0.04, 3.13], [-3.49, -1.03, 1.31], [3.88, -2.25, 2.70], [5.96, -2.03, 1.36], [5.99, -0.48, -0.59], [3.87, 0.69, -1.20], [1.68, -2.23, -2.59], [0.56, -0.69, -2.35], [1.40, 0.65, -3.48], [-1.04, -1.04, -3.36], [-1.09, -1.95, -4.40], [-2.27, -2.11, -5.12], [-3.38, -1.34, -4.81], [-3.32, -0.41, -3.77], [-2.14, -0.27, -3.05], [-2.00, 0.99, -1.60], [-3.77, 1.12, -0.90], [-1.74, 2.67, -2.50], [1.99, -2.24, -3.64], [1.14, -3.13, -2.34], [2.55, -2.13, -1.96], [0.99, 0.55, -4.48], [2.47, 0.49, -3.51], [1.20, 1.65, -3.09], [-0.22, -2.55, -4.66], [-2.32, -2.84, -5.92], [-4.30, -1.46, -5.36], [-4.18, 0.19, -3.54], [-4.35, 1.70, -1.61], [-3.76, 1.63, 0.06], [-4.20, 0.13, -0.78], [-2.44, 2.68, -3.33], [-0.72, 2.76, -2.87], [-1.95, 3.49, -1.82]], "mulliken_charge": [0.7410, 0.0795, -0.2884, 0.5579, -0.4599, -0.3030, -0.5455, -0.7680, -0.1514, 0.6017, -0.6090, -0.4193, -0.5359, -0.6212, -0.0238, 0.4482, 0.4502, 0.4534, 0.5589, 0.4035, 0.4273, 0.4443, 0.4566, -1.1704, 0.8369, -1.2680, 0.4810, -0.5938, -0.7092, -0.7792, -0.5104, 0.0971, 0.3852, -1.3224, -0.9827, 0.4569, 0.4136, 0.3417, 0.4415, 0.4752, 0.3472, 0.4029, 0.4292, 0.4246, 0.3953, 0.5549, 0.4165, 0.4311, 0.4393, 0.2446, 0.4243]}

=====

No. 3
{"formula": "C20H24AsFN2OP2S4W", "method": "wB97M-V/def2-TZVPD", "e_tot_ha": -5639.6632, "homo_lumo_gap_ha": 0.24196, "lumo_ev": -0.540, "symbols": ["W", "S", "As", "S", "S", "S", "N", "P", "C", "C", "C", "C", "C", "C", "C", "C", "C", "C", "C", "C", "C", "C", "C", "C", "C", "N", "H", "H", "H", "H", "H", "H", "H", "H", "H", "H", "H", "H", "H", "H", "H", "C", "P", "C", "C", "O", "H", "H", "H", "H", "H", "H", "H", "H", "H", "F"], "positions_angstrom": [[-0.18, -0.25, 0.77], [3.89, -1.58, 1.18], [1.87, -1.65, 0.77], [0.97, -1.92, -1.16], [0.31, 1.25, 2.25], [0.25, -2.30, 2.03], [-3.28, -0.25, -0.72], [-1.94, -1.30, -0.91], [-1.78, -1.37, -2.72], [-2.49, -2.26, -3.52], [-2.39, -2.18, -4.90], [-1.59, -1.21, -5.49], [-0.90, -0.31, -4.70], [-0.99, -0.39, -3.32], [-2.59, -2.89, -0.38], [-1.93, -4.06, -0.76], [-2.37, -5.28, -0.29], [-3.46, -5.35, 0.57], [-4.10, -4.19, 0.96], [-3.66, -2.96, 0.50], [-3.00, 1.08, -0.50], [-4.00, 2.05, -0.68], [-3.68, 3.37, -0.51], [-2.37, 3.72, -0.17], [-1.46, 2.71, 0.01], [-1.75, 1.40, -0.14], [-4.16, -0.45, -1.16], [-3.11, -3.02, -3.07], [-2.93, -2.88, -5.52], [-1.51, -1.15, -6.57], [-0.27, 0.45, -5.16], [-0.43, 0.30, -2.69], [-1.06, -4.01, -1.40], [-1.85, -6.19, -0.58], [-3.80, -6.31, 0.94], [-4.94, -4.23, 1.65], [-4.14, -2.05, 0.84], [-5.00, 1.74, -0.95], [-4.43, 4.14, -0.64], [-2.07, 4.75, -0.03], [-0.45, 2.92, 0.31], [2.02, 3.11, -1.93], [2.27, 1.61, -0.98], [3.33, 0.56, -1.97], [3.20, 2.05, 0.48], [0.90, 1.02, -0.68], [2.97, 3.58, -2.18], [1.41, 3.81, -1.36], [1.49, 2.86, -2.85], [4.21, 1.13, -2.27], [2.78, 0.22, -2.85], [3.65, -0.31, -1.39], [4.15, 2.48, 0.18], [3.39, 1.14, 1.07], [2.64, 2.76, 1.09], [-1.88, -0.70, 1.67]], "mulliken_charge": [1.6328, -0.4314, 0.3479, -0.2223, -0.3659, -0.3405, 0.3472, 0.6869, 0.3808, -0.6281, -0.7135, -0.5049, -0.7935, 0.0093, 0.1444, -0.4094, -0.7836, -0.4304, -0.6967, -0.5349, 0.3462, -1.0535, -0.2636, -1.0594, -0.3827, 0.2264, 0.3524, 0.4083, 0.4195, 0.3855, 0.4122, 0.2209, 0.3847, 0.4022, 0.3896, 0.4025, 0.4058, 0.4221, 0.4226, 0.4311, 0.3911, -1.2420, 0.8378, -1.0111, -1.0298, -0.3107, 0.4300, 0.3121, 0.3292, 0.4542, 0.2673, 0.2876, 0.4178, 0.2182, 0.3132, -0.6318]}

=====

No. 4
{"formula": "C20H24AuN8O3", "method": "wB97M-V/def2-TZVPD", "spin_multiplicity": 3, "e_tot_ha": -1574.7806, "homo_lumo_gap_ha": [0.27492, 0.18769], "lumo_ev": [-9.414, -11.762], "total_charge": 3, "symbols": ["Au", "N", "C", "N", "C", "N", "N", "C", "C", "C", "C", "C", "C", "N", "C", "C", "C", "C", "C", "C", "H", "H", "H", "H", "H", "H", "H", "H", "H", "H", "H", "O", "N", "O", "O", "C", "C", "N", "C", "C", "N", "C", "C", "H", "H", "H", "H", "H", "H", "H", "H", "H", "H", "H", "H", "H"], "positions_angstrom": [[8.37, 6.71, 13.63], [8.80, 5.94, 9.20], [8.36, 6.03, 10.44], [9.02, 6.49, 11.47], [10.24, 7.08, 11.27], [10.90, 7.62, 12.24], [10.33, 7.38, 13.49], [11.12, 7.26, 14.46], [10.49, 6.91, 15.75], [11.27, 6.66, 16.86], [10.63, 6.21, 18.02], [9.23, 6.11, 18.05], [8.52, 6.51, 16.91], [9.12, 6.90, 15.81], [10.73, 7.07, 9.92], [12.06, 7.53, 9.67], [12.65, 7.33, 8.44], [11.92, 6.73, 7.43], [10.64, 6.28, 7.64], [10.04, 6.42, 8.91], [8.25, 5.40, 8.51], [7.31, 5.70, 10.62], [12.21, 7.41, 14.31], [12.32, 6.63, 16.77], [11.24, 5.93, 18.87], [8.69, 5.84, 18.93], [7.43, 6.52, 16.90], [12.64, 7.97, 10.49], [13.66, 7.67, 8.21], [12.41, 6.63, 6.45], [10.05, 5.83, 6.82], [6.26, 3.66, 14.33], [6.95, 4.56, 14.07], [6.50, 5.66, 13.61], [8.24, 4.52, 14.19], [8.08, 11.36, 13.69], [8.65, 9.94, 13.77], [7.55, 8.94, 13.52], [6.81, 9.29, 12.28], [6.02, 10.62, 12.49], [6.61, 11.25, 13.71], [6.24, 10.44, 14.89], [6.58, 9.00, 14.62], [8.38, 11.93, 12.80], [8.37, 11.98, 14.54], [9.06, 9.66, 14.72], [9.47, 9.78, 13.00], [6.17, 8.46, 12.07], [7.60, 9.40, 11.51], [4.98, 10.43, 12.69], [6.15, 11.26, 11.60], [6.17, 12.19, 13.86], [5.19, 10.63, 15.18], [6.82, 10.86, 15.73], [5.74, 8.38, 14.25], [6.95, 8.44, 15.43]], "lowdin_spin": [0.8750, 0.0034, 0.0106, 0.1453, 0.0177, 0.0327, 0.1498, 0.0068, 0.0130, 0.0015, -0.0020, 0.0059, 0.0083, 0.1476, 0.0085, 0.0022, 0.0006, 0.0013, -0.0006, 0.0017, 0.0006, 0.0022, 0.0050, 0.0009, 0.0000, 0.0010, 0.0017, 0.0005, 0.0002, 0.0001, 0.0000, 0.0349, -0.0088, 0.1183, 0.2618, 0.0032, 0.0024, 0.1282, 0.0050, 0.0059, -0.0005, 0.0044, 0.0031, 0.0001, 0.0004, -0.0005, 0.0003, 0.0003, -0.0003, 0.0002, 0.0005, 0.0000, 0.0005, 0.0001, -0.0004, -0.0004]}

=====

Calculated energy above the lowest of the compared OMol25 structures with the same formula, charge and spin, 45.9, 163.7, 91.7, 0.0 kJ/mol (same order as the records).